[1]
ORCA calculation (ωB97M-V with the def2-TZVPD basis set) on 2 unconnected molecules or ions with the total composition C5H8O2 at a distorted geometry.

The geometry in XYZ format:
```
15
Properties=species:S:1:pos:R:3:forces:R:3:mulliken_charge:R:1
C 1.935824 0.747470 0.193276 -0.814 0.423 -0.499 -0.633
C 0.881154 0.080743 -0.290244 -0.240 -1.178 2.114 -0.386
C -0.241219 -0.505385 0.768901 4.303 -0.359 0.003 0.718
C -0.852225 -1.797478 0.290928 -1.014 0.309 -0.149 -1.094
O -0.138714 -0.201051 1.942137 -1.035 0.241 -1.279 -0.552
H 2.789329 0.980039 -0.434804 -0.044 -0.102 0.026 0.276
H 1.904361 1.218731 1.171807 0.023 -0.361 0.070 0.268
H 0.923038 -0.409090 -1.256581 -0.209 0.219 -0.080 0.352
H -1.935587 -1.702153 0.396938 -0.025 -0.338 0.073 0.319
H -0.498167 -2.619328 0.917103 -0.050 0.219 0.035 0.335
H -0.641511 -2.017078 -0.756145 0.063 0.151 0.112 0.317
C -0.923264 1.535432 -0.768639 -3.084 0.134 -0.603 0.127
O -1.023004 1.731910 -1.969571 0.681 -0.530 1.969 -0.474
H -1.479727 0.663303 -0.203853 0.638 1.002 -1.437 0.122
H -0.700286 2.293934 -0.001252 0.806 0.171 -0.354 0.305
```
Forces are in eV/Å.

Values from the calculation:
SMILES	C=CC(C)=O.C=O
energy relative to the best compared isomer or geometry (same formula, charge and spin)	3.176	eV
frontier orbital gap	9.77	eV
strongest force on any atom	4.32	eV Å⁻¹
lowest unoccupied orbital energy	-0.126	eV
highest occupied orbital energy	-9.899	eV
calculated total energy	-345.68824	Ha



[2]
ORCA calculation (ωB97M-V with the def2-TZVPD basis set) on 2 unconnected molecules or ions with the total composition C4H5NO2 at a distorted geometry.

The geometry in XYZ format:
```
12
Properties=species:S:1:pos:R:3:forces:R:3:mulliken_charge:R:1
O -1.035634 2.954174 -0.432194 0.272 -0.697 0.429 -0.200
C -0.613782 2.159065 0.256861 -0.500 1.804 -0.192 0.175
C -0.890656 -0.562851 0.543942 0.158 -0.068 0.180 -0.333
C -0.170204 -1.449586 -0.357512 -0.147 -0.508 -0.295 -0.351
N 0.643516 -0.628978 0.531768 -0.387 0.477 0.167 -0.287
C 1.490027 0.353197 -0.050867 -0.319 0.328 -0.415 0.084
O 1.251662 1.013993 -1.032659 0.253 -0.537 0.257 -0.459
H -1.196457 -0.830082 1.546540 -0.180 -0.436 -0.199 0.245
H -1.591320 0.133140 0.069311 1.008 0.205 0.150 0.261
H -0.182348 -1.110535 -1.393808 -0.044 -0.240 0.087 0.253
H -0.146804 -2.515043 -0.189537 0.270 -0.146 -0.039 0.241
H 2.442002 0.483511 0.508157 -0.383 -0.182 -0.130 0.371
```
Forces are in eV/Å.

Values from the calculation:
energy relative to the best compared isomer or geometry (same formula, charge and spin)	2.838	eV
frontier orbital gap	10.89	eV
strongest force on any atom	1.88	eV Å⁻¹
lowest unoccupied orbital energy	0.810	eV
highest occupied orbital energy	-10.078	eV
calculated total energy	-360.56513	Ha